Version A
{"formula": "C2H9N2OP", "method": "wB97M-V/def2-TZVPD", "homo_lumo_gap_ev": 10.492, "charge": 0, "e_homo_ha": -0.35583, "elements": ["C", "P", "C", "O", "N", "N", "H", "H", "H", "H", "H", "H", "H", "H", "H"], "positions_angstrom": [[1.75592, -0.27530, -0.62321], [0.36168, 0.30970, 0.39566], [-0.44664, -1.22631, 0.85704], [0.56431, 1.02069, 1.70610], [-0.67125, 1.03408, -0.73818], [-1.72357, 2.07635, 0.02417], [2.24417, 0.47380, -1.25205], [2.56774, -0.54623, 0.15937], [1.29499, -1.06466, -1.26659], [-1.48083, -1.06118, 1.08680], [-0.59651, -1.99504, 0.22843], [-0.06056, -1.73525, 1.75941], [-1.31345, 0.42672, -1.21659], [-1.47537, 2.91324, -0.46543], [-1.61519, 2.10081, 1.00013]]}

Version B
{"formula": "C2H9N2OP", "method": "wB97M-V/def2-TZVPD", "homo_lumo_gap_ev": 10.034, "charge": 0, "e_homo_ha": -0.33611, "elements": ["H", "N", "P", "N", "H", "H", "C", "C", "O", "H", "H", "H", "H", "H", "H"], "positions_angstrom": [[3.24000, 0.91253, 0.16848], [2.80991, 0.55008, -0.63852], [2.06957, -0.75857, -0.27876], [1.55883, -1.49083, -1.74268], [0.90311, -2.26094, -1.66114], [1.73864, -0.96302, -2.58256], [-0.93501, 1.47195, 0.45176], [-0.97324, 0.01064, 0.70434], [-1.01950, -0.70487, -0.53582], [-0.92454, 2.10071, 1.33862], [-0.00204, 1.65127, -0.04586], [-1.77287, 1.86406, -0.10816], [-1.77697, -0.30487, 1.31704], [-0.04189, -0.31865, 1.03709], [-1.89401, -0.26800, -0.96403]]}

Which of them is least stable? Easy: version B.

Version A
{"formula": "C4H12OS2", "method": "wB97M-V/def2-TZVPD", "multiplicity": 2, "homo_lumo_gap_ev": [3.497, 6.009], "charge": -1, "s2": 0.753, "e_homo_ha": [-0.01192, -0.10495], "elements": ["C", "C", "S", "S", "C", "C", "H", "H", "H", "H", "H", "H", "H", "H", "H", "H", "H", "H", "O"], "positions_angstrom": [[-0.76392, 2.21739, 0.22149], [0.69451, 2.25856, -0.23876], [0.77108, 1.78732, -2.04726], [1.41294, -0.38724, -2.21265], [0.48757, -1.20272, -0.87998], [-0.60810, -2.17412, -1.30437], [-0.94014, 1.95972, 1.26758], [-1.21540, 1.48471, -0.44211], [-1.35015, 3.09898, -0.05190], [1.32310, 1.64581, 0.39846], [1.09308, 3.27154, -0.28398], [1.29063, -1.73682, -0.35071], [0.14089, -0.47097, -0.15955], [-1.41500, -2.15800, -0.56824], [-0.25977, -3.20334, -1.43369], [-0.99928, -1.90157, -2.28243], [0.45336, -0.80380, 3.44683], [0.09243, -2.23246, 3.22429], [-0.20781, -1.45300, 3.69700]]}

Version B
{"formula": "C4H12OS2", "method": "wB97M-V/def2-TZVPD", "multiplicity": 2, "homo_lumo_gap_ev": [2.005, 8.787], "charge": -1, "s2": 0.751, "e_homo_ha": [0.03553, -0.21208], "elements": ["C", "C", "S", "S", "C", "C", "H", "H", "H", "H", "H", "H", "H", "H", "H", "H", "H", "H", "O"], "positions_angstrom": [[2.55200, -0.65202, -1.82436], [1.44454, -1.65677, -2.17926], [-0.18419, -0.77986, -2.48169], [-0.02230, 0.80770, -1.28462], [-0.74055, 0.07397, 0.30396], [-1.97238, -0.79316, 0.30062], [3.50590, -1.11874, -1.67318], [2.20281, -0.11869, -0.92435], [2.81095, 0.09695, -2.61625], [1.25221, -2.36592, -1.23062], [1.63776, -2.38521, -2.98229], [0.05777, -0.34947, 0.88130], [-0.97200, 1.01349, 0.81372], [-2.65623, -0.50025, -0.49457], [-2.40093, -0.75494, 1.23928], [-1.71720, -1.84912, -0.03184], [-1.34599, 3.61555, 5.41306], [-2.08782, 3.63292, 4.17951], [-1.36435, 4.08356, 4.59161]]}

Which of them is least stable? Easy: version B.

Version A
{"formula": "C9H21PSi", "method": "wB97M-V/def2-TZVPD", "multiplicity": 3, "homo_lumo_gap_ev": [5.136, 8.356], "charge": 0, "s2": 2.011, "e_homo_ha": [-0.15801, -0.33339], "elements": ["C", "C", "C", "C", "C", "C", "C", "C", "C", "Si", "P", "H", "H", "H", "H", "H", "H", "H", "H", "H", "H", "H", "H", "H", "H", "H", "H", "H", "H", "H", "H", "H"], "positions_angstrom": [[-0.70862, 0.00478, 1.41460], [3.52289, 0.28427, 0.80465], [3.27756, -1.08057, 0.11121], [2.23987, 0.78792, 1.43003], [2.07533, -0.88304, -0.78226], [-1.76301, -1.25930, -1.43948], [-3.42395, -1.07104, 1.38362], [-2.92702, 1.57938, -0.01462], [0.74109, 1.72711, -1.05312], [-2.15819, -0.15803, 0.23734], [0.93868, 0.33039, 0.15843], [-0.40432, -0.81899, 1.99136], [4.25016, 0.11506, 1.60037], [3.89419, 0.99499, 0.04765], [4.21618, -1.50164, -0.52612], [3.05652, -1.81171, 0.77835], [2.00782, 0.21252, 2.40190], [2.18988, 1.84440, 1.74488], [2.24432, -0.52615, -1.80197], [1.58482, -1.86174, -0.84914], [-2.10766, -0.71141, -2.28846], [-0.73974, -1.35778, -1.45596], [-2.33771, -2.19305, -1.38963], [-3.31134, -0.80326, 2.42910], [-4.51578, -0.94632, 1.25335], [-3.13026, -2.12395, 1.27875], [-2.19702, 2.06458, -0.75804], [-3.84988, 1.78124, -0.54290], [-2.82846, 1.97031, 0.96218], [1.59728, 2.32640, -1.36913], [0.17440, 1.42406, -1.95321], [0.16916, 2.45614, -0.54583]]}

Version B
{"formula": "C9H21PSi", "method": "wB97M-V/def2-TZVPD", "multiplicity": 3, "homo_lumo_gap_ev": [4.067, 4.100], "charge": 0, "s2": 2.012, "e_homo_ha": [-0.12400, -0.30157], "elements": ["C", "C", "C", "C", "C", "C", "C", "C", "C", "Si", "P", "H", "H", "H", "H", "H", "H", "H", "H", "H", "H", "H", "H", "H", "H", "H", "H", "H", "H", "H", "H", "H"], "positions_angstrom": [[-2.06557, 0.43165, -1.58486], [-0.76704, 1.18569, -1.42721], [-2.15835, -0.78908, -2.03000], [-0.50504, 1.74243, -0.00931], [0.88114, 2.41816, 0.15281], [-1.60533, 2.77385, 0.43985], [-0.22971, -2.75429, 1.62236], [2.43568, -1.03651, 1.52939], [0.92832, -1.98942, -1.01729], [0.70733, -1.25892, 0.73574], [-0.48705, 0.48413, 1.50410], [-1.80997, 0.00014, 1.04620], [-2.95119, 0.93321, -1.41246], [0.12997, 0.64923, -1.73247], [-0.72871, 2.05345, -1.93625], [-1.40422, -1.39707, -2.44624], [-3.09190, -1.16072, -2.07573], [1.71321, 1.76352, -0.01893], [0.98967, 2.72366, 1.30336], [0.97765, 3.25660, -0.47205], [-2.49800, 2.67565, -0.23611], [-1.13388, 3.69786, 0.50155], [-2.00731, 2.49582, 1.40572], [0.40274, -3.74771, 1.51943], [-0.38828, -2.77768, 2.70666], [-1.12393, -2.93825, 1.05502], [3.33963, -1.01352, 0.81284], [2.31100, -0.08152, 2.12313], [2.79285, -1.82342, 2.19713], [0.97922, -1.24927, -1.81286], [1.89062, -2.57479, -1.05068], [-0.06481, -2.44358, -1.17297]]}

Which of them is least stable? Easy: version B.